# 1
{
  "formula": "C3H10OS",
  "method": "ωB97M-V/def2-TZVPD",
  "symbols": ["C", "O", "H", "H", "H", "H", "C", "C", "S", "H", "H", "H", "H", "H", "H"],
  "coordinates": [[0.575, -0.147, -2.384], [0.151, -1.051, -1.351], [1.360, -0.556, -3.009], [0.838, 0.735, -1.803], [-0.309, 0.127, -2.984], [-0.390, -1.777, -1.619], [-1.057, 0.546, 0.884], [0.384, 0.337, 1.420], [0.428, -1.176, 2.442], [-1.270, -0.143, 0.074], [-1.782, 0.817, 1.655], [-1.032, 1.483, 0.309], [0.696, 1.137, 2.098], [1.087, 0.236, 0.606], [0.321, -0.568, 3.660]],
  "atomic_forces_ev_per_a": [[-1.8, -0.3, 0.7], [1.0, 0.5, 0.5], [0.3, 0.1, 0.0], [0.5, 0.1, -0.4], [0.5, 0.0, -0.1], [-0.4, -0.5, -0.8], [1.3, 2.0, -0.6], [-1.4, -0.1, 0.7], [0.3, 0.0, 0.5], [-0.6, -0.6, 0.8], [-0.1, -1.0, 0.0], [0.2, 0.2, 0.0], [0.0, 0.0, -0.4], [0.1, -0.1, 0.0], [0.0, -0.3, -0.6]],
  "lumo_energy_ev": 0.8,
  "homo_energy_ha": -0.317,
  "energy_ha": -593.68027,
  "orbital_gap_ev": 9.45,
  "relative_energy_kj_mol": 96.75
}

# 2
{
  "formula": "C5H13NO",
  "method": "ωB97M-V/def2-TZVPD",
  "symbols": ["C", "O", "C", "C", "C", "C", "N", "H", "H", "H", "H", "H", "H", "H", "H", "H", "H", "H", "H", "H"],
  "coordinates": [[1.758, -1.094, 0.642], [3.077, -0.648, 0.369], [0.750, -0.237, -0.086], [-0.645, -0.570, 0.431], [-1.801, 0.303, -0.050], [-1.697, 1.758, 0.345], [0.970, -0.473, -1.528], [1.689, -2.128, 0.289], [1.591, -1.022, 1.709], [3.110, -0.581, -0.593], [1.030, 0.776, 0.214], [-0.859, -1.616, 0.203], [-0.569, -0.608, 1.512], [-1.925, 0.233, -1.134], [-2.688, -0.189, 0.328], [-2.335, 2.116, 1.145], [-1.898, 2.441, -0.488], [-0.663, 1.953, 0.621], [0.117, -0.850, -1.931], [0.990, 0.435, -1.997]],
  "atomic_forces_ev_per_a": [[0.5, -0.2, -0.3], [0.0, 0.1, 0.1], [0.0, -0.5, 0.4], [0.3, -0.3, -0.4], [-0.2, -0.6, -0.1], [0.4, 0.9, -0.4], [-0.6, 1.3, -0.3], [-0.4, -0.1, 0.3], [0.2, -0.1, 0.3], [0.1, 0.0, -0.1], [-0.1, 0.2, -0.4], [0.0, -0.1, -0.4], [-0.2, 0.5, 0.4], [0.3, -0.1, -0.1], [-0.5, 0.2, 0.2], [-0.1, -0.4, 0.3], [0.0, -0.2, 0.0], [0.0, 0.3, 0.2], [0.0, -0.5, 0.1], [0.4, -0.2, 0.1]],
  "lumo_energy_ev": 1.0,
  "homo_energy_ha": -0.356,
  "energy_ha": -328.28504,
  "orbital_gap_ev": 10.66,
  "relative_energy_kj_mol": 88.74
}

# 3
{
  "formula": "C10H20ClPdYb",
  "method": "ωB97M-V/def2-TZVPD",
  "symbols": ["Yb", "Cl", "C", "C", "H", "H", "H", "H", "H", "H", "Pd", "C", "C", "H", "H", "H", "H", "H", "C", "C", "C", "C", "C", "C", "H", "H", "H", "H", "H", "H", "H", "H", "H"],
  "coordinates": [[0.607, -0.113, -3.743], [1.127, 1.673, -2.115], [-0.952, 0.205, -5.552], [2.613, -0.583, -4.886], [-0.516, -0.509, -6.277], [-1.933, -0.154, -5.185], [-1.110, 1.166, -6.072], [2.247, -1.133, -5.773], [3.174, -1.256, -4.208], [3.307, 0.202, -5.233], [-0.141, 0.351, 0.032], [-1.611, 1.485, -0.684], [-0.243, -1.414, 0.925], [-1.802, 1.008, -1.659], [-2.477, 1.318, -0.022], [-1.381, 2.549, -0.820], [0.638, -1.901, 0.521], [-1.245, -1.835, 0.856], [1.245, -0.770, 5.188], [-0.029, -0.077, 4.671], [-1.283, -0.766, 5.251], [-0.027, 1.418, 5.025], [-0.016, -0.215, 3.201], [-0.039, -0.408, 1.932], [1.324, -0.767, 6.290], [2.133, -0.264, 4.785], [1.282, -1.815, 4.843], [-1.257, -0.735, 6.356], [-2.208, -0.269, 4.915], [-1.357, -1.821, 4.938], [0.859, 1.906, 4.600], [-0.922, 1.909, 4.621], [-0.008, 1.613, 6.109]],
  "atomic_forces_ev_per_a": [[-0.1, -0.3, -0.3], [0.6, 0.6, -0.2], [0.2, 0.3, 0.3], [0.0, 0.2, 0.1], [-0.4, 0.0, 0.1], [0.2, -0.1, -0.3], [0.1, -0.2, 0.1], [0.3, -0.1, 0.2], [-0.1, 0.0, -0.4], [-0.2, -0.1, 0.1], [1.6, 1.2, -1.0], [-1.8, 0.3, -0.4], [-0.3, -0.2, -0.3], [-0.3, 0.3, 0.0], [0.0, 0.3, -0.3], [0.0, -0.1, 0.1], [-0.2, -0.6, -0.1], [0.4, -0.4, 0.0], [0.3, -0.1, 0.3], [0.1, 0.0, -1.0], [-0.2, -0.1, 0.2], [0.0, 0.4, 0.6], [-0.2, 0.3, -2.9], [-0.1, -1.8, 5.4], [-0.1, 0.1, -0.2], [-0.2, -0.1, 0.1], [-0.1, 0.3, 0.1], [0.0, 0.0, -0.3], [0.4, -0.1, 0.0], [0.2, 0.4, 0.0], [-0.2, -0.2, 0.0], [0.3, -0.2, 0.0], [0.0, -0.1, 0.1]],
  "charge": -2,
  "lumo_energy_ev": [4.8, 4.8],
  "multiplicity": 4,
  "homo_energy_ha": [0.065, 0.034],
  "energy_ha": -2139.50158,
  "orbital_gap_ev": [3.06, 3.89],
  "relative_energy_kj_mol": 0.00
}

# 4
{
  "formula": "C40H51N8O3P2ReTe",
  "method": "ωB97M-V/def2-TZVPD",
  "symbols": ["Re", "C", "P", "C", "C", "C", "P", "C", "C", "H", "H", "H", "H", "H", "H", "H", "H", "H", "H", "H", "H", "H", "H", "H", "H", "C", "C", "C", "C", "C", "C", "Te", "N", "C", "O", "C", "C", "C", "C", "C", "C", "C", "C", "C", "C", "C", "C", "C", "C", "C", "C", "H", "H", "H", "H", "H", "H", "H", "H", "H", "H", "H", "H", "H", "H", "H", "H", "H", "H", "H", "H", "H", "H", "H", "N", "C", "N", "C", "N", "C", "N", "C", "C", "O", "N", "C", "N", "H", "H", "H", "H", "H", "H", "H", "O", "N", "C", "C", "C", "C", "C", "H", "H", "H", "H", "H"],
  "coordinates": [[-1.032, -1.447, 0.988], [-3.902, -2.089, 3.087], [-2.107, -2.368, 2.839], [-1.439, -2.088, 4.509], [-2.034, -4.186, 2.634], [-2.617, -4.506, 1.255], [-1.787, -3.499, -0.065], [-0.523, -4.692, -0.612], [-3.091, -3.618, -1.333], [-4.313, -2.780, 3.826], [-4.420, -2.223, 2.139], [-4.071, -1.067, 3.429], [-1.947, -2.706, 5.252], [-1.566, -1.038, 4.782], [-0.375, -2.328, 4.511], [-2.564, -4.705, 3.436], [-0.981, -4.474, 2.688], [-3.683, -4.261, 1.237], [-2.534, -5.570, 1.024], [-0.967, -5.682, -0.711], [0.278, -4.727, 0.126], [-0.105, -4.385, -1.573], [-3.446, -4.648, -1.382], [-2.704, -3.311, -2.305], [-3.928, -2.972, -1.059], [1.659, 6.213, 2.085], [1.697, 4.858, 1.427], [0.589, 4.344, 0.768], [0.621, 3.105, 0.129], [-0.635, 2.606, -0.544], [1.806, 2.368, 0.166], [2.055, 0.503, -0.829], [0.333, -0.592, -0.835], [0.355, -1.456, -1.906], [-0.671, -2.010, -2.296], [1.628, -1.784, -2.653], [2.702, -2.347, -1.968], [3.861, -2.700, -2.651], [3.946, -2.489, -4.018], [2.857, -1.967, -4.712], [1.695, -1.639, -4.037], [1.613, 1.419, -2.716], [0.407, 1.202, -3.366], [0.168, 1.743, -4.619], [1.148, 2.503, -5.238], [2.352, 2.722, -4.591], [2.609, 2.189, -3.329], [3.944, 2.477, -2.688], [2.939, 2.837, 0.853], [4.240, 2.078, 0.987], [2.854, 4.086, 1.461], [0.642, 6.600, 2.146], [2.254, 6.928, 1.516], [2.079, 6.174, 3.091], [-0.330, 4.922, 0.739], [-1.520, 3.005, -0.044], [-0.691, 1.517, -0.518], [-0.671, 2.922, -1.589], [2.613, -2.558, -0.906], [4.688, -3.146, -2.114], [4.852, -2.752, -4.551], [2.912, -1.828, -5.785], [0.830, -1.269, -4.574], [-0.348, 0.584, -2.906], [-0.774, 1.556, -5.120], [0.981, 2.913, -6.226], [3.122, 3.312, -5.074], [4.695, 2.696, -3.445], [4.314, 1.629, -2.108], [3.878, 3.339, -2.019], [4.085, 1.020, 1.197], [4.826, 2.493, 1.805], [4.844, 2.165, 0.083], [3.724, 4.463, 1.991], [3.421, -4.995, 3.991], [3.027, -4.369, 3.101], [2.645, -3.694, 2.036], [1.576, -3.056, 1.827], [0.624, -2.456, 1.502], [-0.712, 3.072, 4.436], [-0.261, 1.946, 3.641], [1.133, 1.591, 3.406], [0.992, 0.537, 2.327], [1.896, 0.010, 1.710], [-0.336, 0.295, 2.112], [-1.021, 1.172, 2.877], [-2.354, 1.200, 2.871], [0.091, 3.369, 5.104], [-1.570, 2.793, 5.047], [-0.971, 3.927, 3.807], [1.589, 1.163, 4.301], [1.732, 2.435, 3.066], [-2.785, 0.682, 2.103], [-2.821, 2.039, 3.174], [-2.938, -0.410, 0.578], [-3.443, -0.191, -0.644], [-2.645, 0.100, -1.672], [-3.197, 0.394, -2.907], [-4.568, 0.367, -3.070], [-5.364, 0.018, -1.993], [-4.774, -0.260, -0.778], [-1.587, 0.056, -1.436], [-2.537, 0.642, -3.725], [-5.014, 0.612, -4.025], [-6.440, -0.041, -2.078], [-5.310, -0.530, 0.119]],
  "atomic_forces_ev_per_a": [[-0.8, 0.0, 0.3], [0.1, 0.0, 0.1], [0.3, 0.2, -0.7], [0.0, 0.0, 0.0], [-0.1, -0.1, 0.0], [0.1, 0.0, 0.2], [0.0, -0.2, 0.4], [0.1, 0.1, -0.3], [0.2, 0.2, -0.2], [0.0, 0.0, 0.0], [0.0, 0.0, 0.0], [0.0, 0.0, 0.0], [0.0, 0.0, 0.0], [0.0, 0.0, 0.0], [0.0, 0.0, 0.0], [0.0, 0.0, 0.0], [0.0, 0.0, 0.0], [0.0, 0.0, 0.0], [0.0, 0.0, 0.0], [0.0, 0.0, 0.0], [0.0, 0.0, 0.0], [0.0, 0.0, 0.1], [0.0, 0.0, 0.0], [0.0, 0.0, 0.1], [0.0, 0.0, 0.0], [0.0, -0.1, -0.1], [0.0, 0.0, 0.0], [0.0, 0.0, 0.0], [-0.2, 0.0, 0.0], [0.1, 0.0, 0.1], [-0.2, -0.1, 0.0], [-0.5, -0.2, -0.4], [0.3, -0.2, -0.1], [0.2, 0.0, 0.0], [-0.2, 0.1, -0.1], [0.0, -0.1, 0.2], [0.0, -0.1, 0.1], [0.0, 0.0, 0.0], [-0.1, 0.0, 0.0], [0.0, 0.0, 0.0], [0.0, 0.0, 0.0], [0.5, 0.1, -0.1], [-0.1, 0.1, 0.0], [0.0, 0.0, 0.0], [0.0, 0.0, 0.0], [0.0, 0.0, 0.0], [0.1, 0.0, 0.0], [-0.1, 0.0, 0.0], [0.0, 0.1, 0.0], [-0.1, 0.0, 0.0], [0.0, 0.1, 0.0], [0.0, 0.0, 0.0], [0.0, 0.0, 0.0], [0.0, 0.0, 0.0], [0.0, 0.0, 0.0], [0.0, 0.0, 0.0], [0.1, 0.2, 0.1], [0.0, 0.0, 0.0], [0.1, 0.1, 0.0], [0.0, 0.0, 0.0], [0.0, 0.0, 0.0], [0.0, 0.0, 0.0], [0.1, 0.0, 0.0], [0.0, 0.0, 0.0], [0.0, 0.0, 0.0], [0.0, 0.0, 0.0], [0.0, 0.0, 0.0], [0.0, 0.0, 0.0], [0.0, 0.0, 0.0], [0.0, 0.0, 0.0], [0.0, 0.0, 0.0], [0.0, 0.0, 0.0], [0.0, 0.0, -0.1], [0.0, 0.0, 0.0], [0.0, 0.1, 0.0], [-0.3, 0.0, 0.2], [0.5, 0.1, -0.5], [0.0, -0.2, 0.3], [0.2, -0.1, 0.0], [0.0, -0.1, -0.1], [0.3, 0.2, 0.1], [-0.1, 0.0, 0.2], [-0.3, 0.1, 0.0], [0.5, 0.0, 0.4], [0.0, 0.3, 0.1], [-0.1, -0.4, -0.2], [-0.1, 0.2, -0.3], [0.0, 0.0, 0.0], [0.0, 0.0, 0.0], [0.0, 0.0, 0.0], [0.0, 0.0, 0.0], [-0.1, 0.0, -0.1], [0.0, 0.0, 0.0], [0.0, -0.1, 0.2], [0.2, -0.2, -0.1], [0.1, 0.1, 0.2], [0.1, 0.0, -0.2], [0.1, 0.0, 0.1], [0.0, 0.1, -0.2], [-0.1, -0.1, 0.3], [-0.4, 0.1, -0.1], [-0.1, 0.0, -0.1], [0.0, 0.0, 0.0], [0.0, 0.0, 0.0], [0.0, 0.0, 0.0], [0.0, 0.0, 0.0]],
  "charge": 1,
  "lumo_energy_ev": [-2.6, -2.6],
  "multiplicity": 2,
  "homo_energy_ha": [-0.326, -0.315],
  "energy_ha": -3247.43274,
  "orbital_gap_ev": [6.31, 5.95],
  "relative_energy_kj_mol": 6.69
}

> Which formula does entry 3 have?

C10H20ClPdYb